A cluster of 2 separate species, C4H8NO5S in total. Source: the OMol25 dataset; level of theory: ωB97M-V/def2-TZVPD.

The geometry in XYZ format:
```
19
C4H8NO5S, DFT ωB97M-V/def2-TZVPD
C -0.600 -0.069 -0.671
C -0.422 -0.154 1.741
C -0.144 0.651 0.538
C -0.723 2.055 0.500
N -0.110 3.017 -0.244
O -3.172 -1.774 0.230
O -0.630 4.164 -0.253
O 1.064 2.799 -0.766
O -3.665 0.568 0.988
O -3.953 -0.178 -1.413
S -3.397 -0.364 -0.115
H -0.129 -1.081 -0.870
H -1.616 -0.266 -0.900
H -0.251 0.656 -1.555
H -1.463 -0.352 1.811
H 0.091 -1.106 1.463
H 0.076 0.236 2.679
H 0.851 0.817 0.292
H -1.721 2.275 0.718
```

Its charge is -1. The energy above the lowest of the compared OMol25 structures with the same formula, charge and spin comes out at 6.1752 eV. Its energy is -26836.097 eV. The value obtained for the HOMO energy is -0.1171 Ha. The molar mass is 182.2 g/mol.